{"formula": "AsCsF6", "method": "wB97M-V/def2-TZVPD", "species": ["Cs", "As", "F", "F", "F", "F", "F", "F"], "xyz": [[1.262, -0.897, 3.112], [-0.170, 0.122, -0.496], [-0.341, 1.846, -0.483], [-1.699, -0.018, -1.328], [0.066, -1.613, -0.492], [1.213, 0.215, 0.610], [-1.067, 0.027, 1.025], [0.736, 0.318, -1.948]], "de_lowest_ev": 0.2839, "e_tot_ha": -2855.26737, "homo_energy_ev": -12.22, "orbital_gap_ha": 0.40991}

***

{"formula": "C30H31N5O2S2SeSiTi", "method": "wB97M-V/def2-TZVPD", "species": ["Ti", "S", "C", "C", "C", "C", "N", "C", "C", "C", "S", "C", "N", "H", "H", "C", "N", "C", "C", "N", "C", "H", "H", "H", "H", "H", "H", "C", "C", "C", "C", "C", "C", "N", "C", "C", "C", "C", "C", "C", "C", "O", "O", "C", "C", "H", "H", "H", "H", "H", "H", "H", "H", "H", "H", "H", "H", "H", "H", "C", "Si", "C", "C", "Se", "H", "H", "H", "H", "H", "H", "H", "H", "H"], "xyz": [[-0.434, 0.935, -0.456], [-2.154, -0.029, -2.038], [-3.558, 0.417, -1.060], [-4.632, -0.417, -0.922], [-5.759, -0.127, -0.091], [-6.790, -1.086, 0.034], [-7.607, -1.916, 0.151], [-5.747, 1.147, 0.641], [-4.615, 2.005, 0.459], [-3.548, 1.692, -0.341], [-2.103, 2.732, -0.448], [-6.789, 1.545, 1.511], [-7.644, 1.887, 2.233], [-4.613, -1.369, -1.444], [-4.586, 2.939, 1.011], [-4.298, -1.743, 2.307], [-2.970, -1.576, 1.721], [-2.181, -2.559, 1.151], [-1.127, -1.919, 0.595], [-1.251, -0.562, 0.822], [-2.370, -0.410, 1.499], [-4.556, -2.798, 2.289], [-5.035, -1.192, 1.724], [-4.311, -1.394, 3.337], [-2.472, -3.597, 1.160], [-0.307, -2.318, 0.025], [-2.784, 0.540, 1.807], [8.920, -0.595, 0.030], [7.599, -0.343, -0.655], [7.531, -0.327, -2.042], [6.313, -0.123, -2.682], [5.175, 0.135, -1.940], [5.243, 0.169, -0.547], [4.056, 0.458, 0.161], [3.906, 1.447, 1.112], [5.000, 2.200, 1.581], [4.828, 3.171, 2.542], [3.571, 3.451, 3.066], [2.481, 2.758, 2.568], [2.626, 1.771, 1.611], [1.376, 1.199, 1.026], [0.275, 1.804, 1.186], [1.374, 0.187, 0.299], [6.439, -0.136, 0.109], [6.472, -0.319, 1.607], [9.722, -0.693, -0.705], [8.899, -1.510, 0.630], [9.177, 0.223, 0.709], [8.434, -0.487, -2.625], [6.254, -0.148, -3.765], [4.217, 0.330, -2.418], [3.188, 0.235, -0.321], [5.980, 2.034, 1.150], [5.692, 3.739, 2.873], [3.442, 4.215, 3.822], [1.476, 2.981, 2.901], [7.048, 0.460, 2.122], [6.934, -1.279, 1.852], [5.464, -0.313, 2.020], [0.994, 4.552, -1.200], [1.759, 3.463, -2.503], [1.391, 4.209, -4.176], [3.614, 3.576, -2.232], [1.068, 1.321, -2.545], [1.539, 5.505, -1.132], [1.017, 4.072, -0.218], [-0.056, 4.756, -1.429], [1.732, 5.254, -4.249], [0.308, 4.176, -4.341], [1.874, 3.622, -4.969], [3.977, 4.590, -2.465], [4.166, 2.857, -2.849], [3.842, 3.370, -1.177]], "charge": -2, "s2": 2.0217, "e_tot_ha": -5923.08513, "homo_energy_ev": [0.90, -1.39], "orbital_gap_ha": [0.09825, 0.18219], "spin_multiplicity": 3}

***

{"formula": "CH5OPS", "method": "wB97M-V/def2-TZVPD", "species": ["C", "O", "P", "S", "H", "H", "H", "H", "H"], "xyz": [[0.492, 1.575, 0.134], [0.437, 0.489, -0.848], [0.291, -1.096, -0.428], [-2.239, -2.592, 0.574], [1.581, 1.549, 0.616], [-0.368, 1.562, 0.905], [0.468, 2.545, -0.348], [0.347, -1.335, -1.760], [-1.008, -2.697, 1.155]], "de_lowest_ev": 3.6121, "e_tot_ha": -855.76772, "homo_energy_ev": [-9.09, -8.38], "orbital_gap_ha": [0.29071, 0.24251]}

***

{"formula": "C22H30BBrF5O22P2S", "method": "wB97M-V/def2-TZVPD", "species": ["C", "C", "C", "O", "O", "C", "C", "C", "O", "B", "P", "O", "O", "S", "O", "C", "P", "O", "Br", "H", "H", "H", "H", "H", "H", "H", "H", "H", "H", "H", "H", "H", "H", "H", "C", "C", "O", "C", "O", "O", "F", "H", "H", "H", "C", "C", "O", "C", "O", "O", "F", "H", "H", "H", "C", "C", "O", "C", "O", "O", "F", "H", "H", "H", "C", "C", "O", "C", "O", "O", "F", "H", "H", "H", "C", "C", "O", "C", "O", "O", "F", "H", "H", "H"], "xyz": [[4.142, 2.208, 0.893], [2.611, 2.110, 0.870], [2.117, 0.996, -0.019], [2.594, -0.114, -0.027], [1.087, 1.344, -0.821], [-0.177, 0.690, -0.508], [-1.290, 1.745, -0.472], [-1.973, 1.792, 0.882], [-2.831, 0.704, 1.094], [-3.445, 1.085, 2.431], [-5.133, 0.106, 2.609], [-6.259, 1.255, 2.863], [-5.478, -0.442, 1.115], [-5.290, -1.313, 3.926], [-3.666, 2.563, 2.279], [-2.897, 2.982, 1.154], [-2.065, 4.520, 1.756], [-0.567, 4.295, 1.075], [-2.847, 5.978, 0.175], [4.530, 2.526, -0.078], [4.467, 2.934, 1.643], [4.575, 1.234, 1.135], [2.144, 3.048, 0.561], [2.250, 1.881, 1.882], [-0.088, 0.204, 0.471], [-0.363, -0.096, -1.242], [-0.838, 2.712, -0.707], [-2.039, 1.504, -1.236], [-1.208, 1.814, 1.685], [-2.702, 0.763, 3.342], [-5.920, 2.080, 2.479], [-4.786, -0.128, 0.509], [-3.576, 3.178, 0.313], [-0.269, 5.117, 0.660], [-0.484, 5.926, -3.765], [-0.571, 6.762, -2.507], [-0.255, 8.061, -2.987], [-0.597, 8.121, -4.300], [-0.676, 9.115, -4.939], [-0.841, 6.877, -4.775], [0.344, 6.392, -1.576], [0.536, 5.579, -3.937], [-1.171, 5.084, -3.772], [-1.557, 6.772, -2.048], [2.902, -3.291, -0.726], [1.511, -3.765, -1.087], [1.616, -5.173, -0.903], [2.576, -5.395, 0.026], [2.736, -6.426, 0.601], [3.310, -4.288, 0.225], [1.198, -3.509, -2.381], [3.557, -3.331, -1.598], [2.927, -2.300, -0.287], [0.720, -3.382, -0.443], [-3.681, 5.969, -7.747], [-3.420, 4.479, -7.859], [-3.180, 4.112, -6.517], [-3.823, 5.004, -5.708], [-4.004, 4.855, -4.549], [-4.223, 6.076, -6.429], [-2.324, 4.200, -8.605], [-2.745, 6.525, -7.801], [-4.388, 6.350, -8.477], [-4.257, 3.895, -8.245], [0.692, -6.509, 4.498], [-0.260, -7.084, 3.469], [-0.705, -5.929, 2.787], [0.263, -4.978, 2.895], [0.335, -4.005, 2.225], [1.156, -5.327, 3.846], [-1.312, -7.724, 4.032], [0.163, -6.243, 5.415], [1.529, -7.161, 4.732], [0.208, -7.753, 2.745], [4.773, -7.610, 3.468], [6.080, -7.660, 4.234], [5.647, -7.693, 5.581], [4.393, -8.221, 5.617], [3.833, -8.575, 6.598], [3.887, -8.293, 4.365], [6.846, -6.563, 4.036], [4.437, -6.581, 3.334], [4.799, -8.115, 2.508], [6.688, -8.546, 4.037]], "de_lowest_ev": 0.0000, "charge": -1, "e_tot_ha": -6691.05247, "homo_energy_ev": -4.87, "orbital_gap_ha": 0.24503}

***

{"formula": "C6H9N2OS", "method": "wB97M-V/def2-TZVPD", "species": ["C", "C", "C", "C", "C", "C", "N", "N", "O", "S", "H", "H", "H", "H", "H", "H", "H", "H", "H"], "xyz": [[-1.902, 0.907, -0.030], [1.594, 0.456, -0.117], [-0.204, -1.504, 0.192], [-1.673, -1.684, -0.018], [0.327, 0.057, 0.142], [2.792, -0.501, -0.306], [-0.667, 0.928, 0.135], [-2.732, 1.902, 0.198], [2.009, 1.724, -0.178], [-2.816, -0.693, -0.580], [0.048, -1.992, 1.138], [0.408, -1.889, -0.652], [-1.930, -2.667, 0.321], [2.751, -1.460, -0.867], [3.032, -0.656, 0.800], [3.640, -0.066, -0.707], [1.263, 2.442, -0.154], [-2.288, 2.693, 0.666], [-3.652, 2.006, 0.019]], "de_lowest_ev": 1.8009, "charge": 1, "e_tot_ha": -816.60969, "homo_energy_ev": [-11.50, -11.50], "orbital_gap_ha": [0.20507, 0.20513]}

***

{"formula": "C16H15N5O", "method": "wB97M-V/def2-TZVPD", "species": ["C", "N", "C", "C", "C", "N", "C", "N", "N", "C", "N", "C", "C", "O", "C", "C", "C", "C", "C", "C", "C", "C", "H", "H", "H", "H", "H", "H", "H", "H", "H", "H", "H", "H", "H", "H", "H"], "xyz": [[0.169, -2.122, -2.215], [0.389, -0.869, -1.426], [0.112, -0.780, -0.058], [-0.504, 0.354, 0.426], [-0.764, 1.526, -0.434], [-1.412, 2.584, 0.079], [-1.424, 3.590, -0.758], [-1.968, 4.660, -0.102], [-0.978, 3.814, -2.022], [-0.571, 2.695, -2.418], [-0.269, 2.828, -3.678], [-0.481, 1.436, -1.734], [0.138, 0.252, -2.252], [0.425, 0.236, -3.448], [-0.806, 0.522, 1.905], [-0.520, -0.589, 2.840], [0.390, -1.722, 2.309], [0.877, -2.722, 3.214], [1.762, -3.674, 2.725], [2.276, -3.522, 1.374], [1.740, -2.597, 0.540], [0.747, -1.690, 0.932], [-0.555, -2.080, -2.979], [1.219, -2.171, -2.697], [0.005, -3.042, -1.560], [-2.230, 5.535, -0.650], [-2.463, 4.458, 0.756], [0.059, 1.952, -4.092], [0.306, 3.709, -3.722], [-0.138, 1.372, 2.133], [-1.793, 0.964, 2.028], [-0.052, -0.071, 3.712], [-1.475, -1.065, 3.287], [0.490, -2.519, 4.183], [2.169, -4.468, 3.323], [3.032, -4.230, 1.014], [2.098, -2.549, -0.535]], "de_lowest_ev": 0.0000, "smiles": "Cn1c2c(c3nc(N)nc(N)c3c1=O)CCc1ccccc1-2", "e_tot_ha": -967.71904, "homo_energy_ev": -7.90, "orbital_gap_ha": 0.28997}

***

{"formula": "C36H61NO27", "method": "wB97M-V/def2-TZVPD", "species": ["C", "C", "C", "O", "C", "O", "O", "H", "H", "H", "H", "H", "H", "C", "C", "C", "O", "C", "O", "O", "H", "H", "H", "H", "H", "H", "C", "C", "C", "O", "C", "O", "O", "H", "H", "H", "H", "H", "H", "C", "C", "C", "O", "C", "O", "O", "H", "H", "H", "H", "H", "H", "C", "C", "C", "O", "C", "O", "O", "H", "H", "H", "H", "H", "H", "C", "O", "C", "O", "O", "C", "H", "H", "H", "H", "H", "H", "C", "O", "C", "O", "O", "C", "H", "H", "H", "H", "H", "H", "C", "O", "C", "O", "O", "C", "H", "H", "H", "H", "H", "H", "C", "O", "C", "O", "O", "C", "H", "H", "H", "H", "H", "H", "C", "C", "C", "C", "N", "H", "H", "H", "H", "H", "H", "H"], "xyz": [[1.164, -6.167, -0.506], [2.202, -5.470, -1.317], [3.220, -4.592, -0.516], [4.503, -5.140, -0.696], [4.355, -6.302, -1.423], [5.286, -7.158, -1.550], [3.078, -6.479, -1.742], [0.359, -5.420, -0.249], [1.592, -6.556, 0.385], [0.830, -7.026, -0.988], [1.906, -4.722, -2.067], [2.938, -4.530, 0.520], [3.236, -3.528, -0.842], [0.682, 0.871, 8.445], [0.665, 1.104, 6.930], [0.845, 2.621, 6.538], [1.911, 2.496, 5.636], [2.090, 1.130, 5.357], [2.725, 0.802, 4.432], [1.582, 0.410, 6.143], [1.744, 1.065, 8.816], [0.292, -0.135, 8.756], [0.145, 1.678, 8.969], [-0.387, 0.924, 6.526], [1.165, 3.176, 7.391], [0.084, 3.194, 6.033], [-0.302, 3.472, 3.166], [-0.317, 3.739, 1.702], [-0.890, 2.614, 0.838], [-2.118, 3.116, 0.469], [-2.233, 4.398, 0.761], [-3.199, 4.965, 0.474], [-1.143, 4.817, 1.469], [-1.236, 3.290, 3.562], [0.109, 4.309, 3.525], [0.401, 2.651, 3.434], [0.732, 3.926, 1.501], [-1.129, 1.794, 1.416], [-0.308, 2.357, 0.047], [-4.495, 2.935, 3.091], [-4.268, 1.779, 4.116], [-4.838, 0.424, 3.634], [-3.592, -0.289, 3.254], [-2.557, 0.484, 3.486], [-1.428, 0.071, 3.252], [-2.894, 1.605, 4.008], [-4.009, 2.898, 2.124], [-4.291, 3.970, 3.483], [-5.497, 2.983, 2.810], [-4.529, 2.038, 5.198], [-5.572, 0.561, 2.750], [-5.283, -0.241, 4.283], [-0.048, 6.819, -1.121], [0.437, 5.626, -1.896], [-0.738, 4.700, -2.135], [-0.781, 4.579, -3.506], [0.271, 5.204, -4.040], [0.493, 5.253, -5.265], [0.890, 5.982, -3.157], [0.781, 7.543, -1.120], [-0.166, 6.412, -0.170], [-1.078, 7.244, -1.347], [1.220, 5.268, -1.266], [-1.697, 4.820, -1.699], [-0.386, 3.715, -1.828], [2.000, 1.500, -6.713], [0.959, 1.450, -5.778], [-0.397, 1.199, -6.115], [-0.887, 1.053, -7.415], [-1.243, 1.191, -5.041], [-2.567, 0.727, -5.143], [2.845, 2.138, -6.359], [1.555, 1.775, -7.644], [2.447, 0.500, -6.834], [-2.881, 0.354, -6.123], [-3.229, 1.605, -4.753], [-2.652, -0.143, -4.430], [3.705, -3.947, 4.104], [2.379, -3.767, 4.399], [1.384, -4.341, 3.663], [1.538, -4.915, 2.317], [0.272, -4.125, 4.200], [-0.855, -4.214, 3.413], [3.881, -4.704, 3.322], [4.330, -4.000, 4.925], [4.069, -3.040, 3.518], [-0.839, -4.901, 2.515], [-1.076, -3.222, 3.087], [-1.664, -4.566, 4.028], [-1.731, -2.291, -7.324], [-0.538, -1.675, -6.974], [-0.040, -2.263, -5.963], [-0.685, -3.331, -5.214], [1.087, -1.780, -5.545], [1.602, -2.080, -4.258], [-2.467, -2.262, -6.565], [-1.622, -3.326, -7.676], [-2.232, -1.805, -8.222], [1.616, -3.116, -4.085], [1.013, -1.524, -3.519], [2.556, -1.709, -4.077], [1.965, 1.077, -2.543], [1.972, -0.061, -1.752], [2.032, 0.062, -0.376], [2.073, 1.279, 0.264], [2.063, -1.182, 0.295], [1.731, -1.171, 1.667], [2.935, 1.643, -2.471], [1.144, 1.710, -2.237], [1.758, 0.773, -3.582], [2.582, -1.157, 2.295], [1.301, -2.223, 1.885], [0.959, -0.326, 1.820], [-1.457, -3.201, -0.532], [-0.886, -1.822, -0.889], [-1.700, -1.168, -1.965], [-1.525, 0.314, -2.098], [-1.399, 1.475, -2.227], [-1.028, -3.547, 0.395], [-1.309, -3.981, -1.319], [-2.524, -3.032, -0.393], [0.162, -1.902, -1.289], [-0.931, -1.138, -0.033], [-2.736, -1.385, -2.016], [-1.339, -1.555, -2.900]], "de_lowest_ev": 4.5913, "smiles": "C[C@H]1COC(=O)O1.C[C@H]1COC(=O)O1.C[C@H]1COC(=O)O1.C[C@H]1COC(=O)O1.C[C@H]1COC(=O)O1.COC(=O)OC.COC(=O)OC.COC(=O)OC.COC(=O)OC.CCCC#N", "e_tot_ha": -3494.24314, "homo_energy_ev": -10.02, "orbital_gap_ha": 0.36381}

***

{"formula": "C22H27BrMgN4O2S", "method": "wB97M-V/def2-TZVPD", "species": ["Mg", "Br", "C", "C", "C", "C", "C", "N", "C", "O", "O", "H", "H", "H", "C", "N", "C", "C", "C", "N", "C", "C", "H", "H", "H", "H", "H", "H", "H", "H", "H", "H", "H", "H", "H", "H", "H", "H", "C", "C", "C", "C", "C", "C", "C", "C", "C", "S", "C", "N", "H", "H", "H", "H", "H", "H", "H", "H"], "xyz": [[0.117, 0.614, 0.055], [-2.810, -1.291, 3.179], [-1.547, -0.018, 3.820], [-1.655, 0.387, 5.142], [-0.714, 1.290, 5.609], [0.266, 1.750, 4.745], [0.266, 1.284, 3.441], [-0.624, 0.399, 2.988], [1.327, 1.771, 2.466], [2.066, 2.668, 2.835], [1.363, 1.190, 1.311], [-2.446, 0.003, 5.770], [-0.745, 1.626, 6.637], [1.019, 2.461, 5.050], [1.630, 3.352, -0.839], [0.806, 2.433, -1.640], [-0.211, 3.222, -2.341], [1.607, 1.739, -2.642], [2.550, 0.731, -2.025], [1.846, -0.337, -1.292], [2.815, -0.985, -0.391], [1.328, -1.339, -2.237], [2.169, 4.062, -1.482], [2.338, 2.814, -0.215], [0.982, 3.913, -0.168], [0.267, 3.954, -3.010], [-0.833, 3.750, -1.625], [-0.856, 2.570, -2.925], [2.195, 2.452, -3.241], [0.923, 1.234, -3.328], [3.215, 1.235, -1.325], [3.177, 0.295, -2.811], [3.681, -1.358, -0.953], [2.344, -1.827, 0.111], [3.147, -0.273, 0.363], [2.140, -1.755, -2.848], [0.586, -0.896, -2.902], [0.851, -2.154, -1.696], [0.547, -2.302, 1.872], [-0.413, -2.405, 0.718], [-0.908, -3.673, 0.336], [-1.785, -3.767, -0.701], [-2.279, -2.596, -1.322], [-3.232, -2.631, -2.361], [-3.735, -1.451, -2.840], [-3.355, -0.223, -2.275], [-2.426, -0.132, -1.248], [-2.121, 1.378, -0.428], [-1.810, -1.357, -0.826], [-0.811, -1.303, 0.115], [1.364, -3.019, 1.777], [0.011, -2.546, 2.793], [0.942, -1.293, 1.969], [-0.566, -4.553, 0.867], [-2.147, -4.732, -1.039], [-3.570, -3.589, -2.739], [-4.461, -1.461, -3.644], [-3.826, 0.692, -2.609]], "de_lowest_ev": 0.0696, "e_tot_ha": -4396.50965, "homo_energy_ev": -7.10, "orbital_gap_ha": 0.26361}